[1]
ORCA calculation (ωB97M-V with the def2-TZVPD basis set) on a structure of composition C46H39BCl2N12O5Tl.

Last column: Löwdin charge in e.
Element x y z (Å)
Tl 0.168726 -0.371427 0.083984  1.081
C 5.610111 -3.715626 -2.289530  -0.092
C 5.369258 -2.938713 -3.432192  -0.089
C 4.404372 -1.943823 -3.429798  -0.010
C 3.680122 -1.752898 -2.261705  -0.095
C 2.632760 -0.798253 -1.901561  -0.250
N 2.276908 0.203576 -2.704370  0.220
C 1.522920 1.206437 -2.313393  -0.264
C 1.301198 2.393999 -3.149643  -0.090
C 1.583642 2.655692 -4.478741  -0.003
C 1.235972 3.905617 -4.973407  -0.082
C 0.635663 4.863965 -4.149652  -0.083
C 0.356393 4.592320 -2.817152  -0.019
C 0.686859 3.337571 -2.333965  -0.092
C 0.493261 2.694538 -1.026963  -0.266
N -0.037826 3.327623 -0.004486  0.207
C -0.242317 2.749877 1.181402  -0.280
N 0.101489 1.507264 1.562574  0.101
C -0.190668 1.345876 2.886825  -0.276
N 0.166906 0.349037 3.681690  0.206
C 0.956288 -0.657448 3.307795  -0.279
N 1.410806 -0.949152 2.063080  0.094
C 2.298114 -1.964454 2.135341  -0.302
N 3.033887 -2.477663 1.149457  0.195
C 3.003705 -2.036010 -0.094096  -0.293
N 2.227859 -1.046821 -0.635590  0.098
C 3.918609 -2.524469 -1.124140  -0.107
C 4.892001 -3.515445 -1.121933  -0.022
C 2.399335 -2.417862 3.521987  -0.118
C 3.136604 -3.426010 4.132823  -0.028
C 2.986132 -3.601045 5.498754  -0.097
C 2.128926 -2.776210 6.242672  -0.097
C 1.404636 -1.762380 5.635958  -0.024
C 1.541448 -1.598256 4.262112  -0.106
C -0.862177 2.551291 3.374153  -0.105
C -1.421256 2.895360 4.597555  -0.020
C -2.006921 4.145817 4.714677  -0.095
C -2.016358 5.045288 3.638678  -0.096
C -1.444406 4.705399 2.421750  -0.030
C -0.875428 3.444921 2.302359  -0.112
N 0.966230 1.419124 -1.087687  0.102
H 6.373407 -4.484491 -2.324353  0.094
H 5.948896 -3.120576 -4.329340  0.094
H 4.204827 -1.336862 -4.305232  0.114
H 2.040239 1.895307 -5.100490  0.116
H 1.426711 4.143036 -6.012728  0.096
H 0.376229 5.831904 -4.563929  0.096
H -0.111246 5.330426 -2.175841  0.103
H 5.076063 -4.105011 -0.231617  0.108
H 3.805756 -4.047451 3.548997  0.108
H 3.538447 -4.383108 6.005471  0.093
H 2.035368 -2.936041 7.310354  0.092
H 0.751792 -1.113329 6.208046  0.108
H -1.402229 2.197533 5.425665  0.109
H -2.468068 4.434853 5.651318  0.093
H -2.473527 6.019595 3.763285  0.092
H -1.434641 5.393744 1.583400  0.102
Cl -2.600057 1.125647 -4.246939  0.578
C -2.647520 -0.521274 -3.554222  -0.943
Cl -3.659574 -0.568370 -2.079724  0.662
C -1.183069 -1.028009 -3.365853  -0.772
O -0.752469 -1.614728 -4.361128  -0.005
O -0.621851 -0.757472 -2.272890  -0.143
H -3.140314 -1.148608 -4.279819  0.045
C -2.971405 4.697200 -1.207252  -0.086
N -3.556088 3.747775 -0.278044  0.018
C -3.049441 2.468404 -0.220759  -0.619
N -3.462829 1.733319 0.874215  0.194
O -2.276349 2.028036 -1.047710  -0.004
H -3.744004 5.342821 -1.625716  0.074
H -2.506703 4.129726 -2.010695  0.076
H -2.201811 5.314719 -0.735118  0.060
H -3.935962 4.118061 0.575844  0.116
H -4.319899 1.980963 1.336194  0.097
H -3.251898 0.749037 0.830989  0.062
C -6.671140 -5.153652 3.330575  -0.052
C -6.802624 -3.759188 2.701281  -0.565
C -7.004970 -2.745034 3.827268  -0.075
C -8.041731 -3.721841 1.795233  -0.052
C -5.549993 -3.455078 1.872187  -0.170
C -5.219047 -4.289836 0.798376  -0.031
C -4.084753 -4.097432 0.012335  0.036
C -3.283273 -3.027030 0.333223  -0.223
O -2.107866 -2.615057 -0.240809  0.077
B -1.719803 -1.474164 0.459737  -0.599
O -2.636362 -1.213365 1.483902  0.110
C -3.603809 -2.187243 1.378219  -0.189
C -4.716036 -2.373014 2.167172  0.070
H -7.536977 -5.367790 3.964909  0.082
H -5.769363 -5.211705 3.944990  0.091
H -6.608236 -5.932299 2.567860  0.076
H -7.905913 -3.001842 4.388918  0.082
H -7.130555 -1.732054 3.435625  0.087
H -6.163279 -2.746180 4.524704  0.087
H -8.946398 -3.913727 2.380500  0.082
H -7.983575 -4.472893 1.004937  0.075
H -8.137471 -2.742247 1.320213  0.091
H -5.863771 -5.128059 0.558944  0.106
H -3.844395 -4.755939 -0.812920  0.126
H -4.914312 -1.693503 2.985716  0.118
N 0.164166 -4.533200 1.217962  -0.031
N 0.505060 -3.743316 0.035074  -0.050
H 0.930487 -4.364495 1.862395  0.042
H -0.620706 -4.046910 1.640941  0.051
H -0.276205 -3.839432 -0.602147  0.061
H 1.277814 -4.233364 -0.400620  0.074

Forces on the atoms, in the same order (eV/Å):
Tl -0.43 -0.21 -0.14
C -0.01 0.02 -0.02
C -0.03 0.02 0.03
C 0.02 -0.01 -0.06
C -0.01 0.03 0.00
C -0.03 0.04 0.17
N -0.12 -0.05 0.00
C 0.12 -0.05 0.10
C -0.04 -0.04 0.01
C 0.03 -0.01 -0.03
C 0.00 -0.02 0.06
C 0.01 -0.02 -0.02
C -0.02 0.08 0.03
C 0.01 -0.02 -0.05
C -0.09 0.03 0.24
N 0.02 0.01 -0.14
C 0.11 -0.12 0.06
N 0.12 0.18 0.09
C 0.05 -0.13 0.19
N 0.00 0.05 -0.17
C -0.09 -0.02 0.04
N 0.17 0.18 0.14
C 0.00 -0.02 0.00
N -0.09 0.07 -0.20
C 0.01 -0.13 0.28
N 0.08 0.26 -0.17
C -0.04 0.01 -0.02
C 0.03 -0.02 0.04
C -0.01 -0.01 -0.12
C 0.03 -0.02 0.04
C -0.01 0.02 -0.05
C -0.03 0.06 -0.04
C 0.03 -0.03 0.07
C -0.08 0.05 -0.06
C 0.02 -0.08 -0.04
C 0.00 0.00 0.05
C 0.01 -0.03 -0.03
C 0.02 -0.03 -0.06
C 0.00 0.07 0.02
C 0.03 0.01 -0.07
N 0.08 0.01 -0.04
H -0.02 0.02 0.00
H -0.01 -0.01 0.02
H 0.01 -0.03 0.06
H -0.01 0.05 0.01
H -0.01 0.00 0.01
H 0.02 -0.04 0.01
H 0.02 -0.06 -0.02
H -0.01 0.03 -0.03
H -0.03 0.02 0.03
H 0.00 0.01 -0.01
H 0.01 0.00 -0.02
H 0.01 -0.04 -0.05
H -0.01 0.01 -0.02
H 0.02 0.02 0.00
H 0.00 -0.01 0.01
H 0.00 -0.03 0.05
Cl -0.04 -0.04 0.09
C 0.13 0.06 0.05
Cl -0.05 0.01 -0.13
C 0.27 0.04 0.19
O -0.05 0.02 0.20
O -0.21 -0.15 -0.41
H -0.10 -0.04 -0.10
C -0.06 -0.03 0.03
N -0.02 0.04 -0.09
C 0.05 -0.09 0.09
N 0.04 0.17 -0.17
O -0.09 -0.12 0.09
H -0.03 0.00 0.00
H -0.01 0.01 0.02
H 0.01 -0.04 -0.01
H 0.04 0.01 0.06
H -0.03 0.01 0.01
H -0.01 0.00 0.04
C 0.02 -0.01 0.01
C 0.02 0.00 -0.05
C 0.02 0.03 0.00
C 0.00 0.02 -0.02
C 0.00 -0.02 0.01
C 0.06 0.00 -0.04
C -0.11 -0.10 -0.03
C 0.09 0.03 -0.05
O -0.03 0.03 0.19
B 0.13 -0.15 -0.15
O 0.06 0.16 -0.09
C 0.01 -0.03 0.03
C -0.08 0.06 0.08
H 0.04 0.01 -0.04
H -0.05 -0.01 -0.01
H 0.00 0.03 0.03
H 0.02 0.01 -0.01
H 0.01 -0.05 0.04
H -0.05 0.01 -0.02
H 0.04 0.00 -0.03
H 0.00 0.03 0.03
H -0.02 -0.05 0.02
H 0.03 0.04 0.03
H -0.01 0.04 0.04
H 0.02 -0.04 -0.05
N -0.01 -0.14 -0.08
N 0.03 0.16 0.04
H 0.05 0.05 0.09
H -0.05 0.04 0.04
H -0.02 -0.05 -0.08
H 0.03 -0.06 -0.06

Summary:
Total charge: -1
Orbital gap (spin up / spin down): 4.98 / 4.95 eV
ΔE to the lowest compared entry with this formula, charge and spin: 0.780 eV
HOMO (spin up / spin down): -0.14274 / -0.14197 Ha
Spin multiplicity: 1

[2]
ORCA calculation (ωB97M-V with the def2-TZVPD basis set) on a cluster of 2 separate species, C18H18N2 in total at a distorted geometry.

Last column: natural (NBO) charge in e.
Element x y z (Å)
C -2.129170 -1.094156 -3.947564  -0.633
C -1.170954 -2.054611 -3.297313  -0.084
C -1.366243 -3.376505 -3.085055  -0.039
N -0.225814 -3.977207 -2.560782  -0.537
C 0.678977 -2.972386 -2.282262  0.121
C 1.942958 -2.991792 -1.709703  -0.238
C 2.617186 -1.795502 -1.519041  -0.225
C 2.085631 -0.601913 -2.039990  -0.227
C 0.882012 -0.588015 -2.715921  -0.225
C 0.116084 -1.753061 -2.700155  -0.029
H -2.565619 -1.560026 -4.817893  0.222
H -1.595947 -0.191760 -4.234950  0.216
H -2.851992 -0.717407 -3.224417  0.222
H -2.209711 -3.958703 -3.439592  0.208
H -0.269740 -4.776388 -1.944818  0.403
H 2.349487 -3.878933 -1.255931  0.210
H 3.478415 -1.782813 -0.869836  0.210
H 2.698591 0.276600 -1.874784  0.209
H 0.652012 0.327874 -3.239261  0.218
C -0.650562 3.681630 4.752404  -0.628
C 0.156161 2.898739 3.770712  -0.076
C 1.491597 2.883868 3.611937  -0.035
N 1.842768 2.203625 2.457525  -0.551
C 0.695837 1.644419 1.929909  0.209
C 0.528282 0.631673 0.982225  -0.267
C -0.752987 0.202095 0.735381  -0.207
C -1.883427 0.751070 1.387188  -0.245
C -1.685062 1.702002 2.359573  -0.180
C -0.379998 2.118241 2.671200  -0.129
H -0.027831 4.243932 5.451618  0.217
H -1.300809 3.008814 5.310812  0.215
H -1.247341 4.449285 4.256575  0.217
H 2.290634 3.343076 4.179859  0.207
H 2.724594 1.764026 2.256392  0.402
H 1.357692 0.077072 0.569974  0.218
H -0.911407 -0.620871 0.059938  0.213
H -2.849629 0.388352 1.076867  0.211
H -2.514673 2.095657 2.939179  0.208

Forces on the atoms, in the same order (eV/Å):
C 0.86 0.16 0.68
C -0.05 0.10 0.63
C -0.20 -0.19 -0.73
N -0.02 -0.10 0.57
C -0.02 0.75 0.12
C 0.15 -0.03 0.85
C -1.04 -0.09 -0.03
C 0.82 -0.45 0.30
C 0.80 0.27 0.52
C -0.15 0.10 -1.57
H -0.45 0.12 -0.15
H 0.16 0.00 -0.39
H -0.39 -0.32 -0.13
H 0.17 -0.11 0.31
H -0.07 -0.08 -0.32
H 0.08 -0.39 -0.13
H 0.33 0.02 -0.25
H -0.27 0.24 -0.35
H -0.70 0.01 0.09
C 0.19 0.09 0.12
C -0.55 0.43 -0.45
C 1.16 0.21 -0.11
N -0.20 -0.85 -0.40
C 0.17 -0.24 0.02
C 0.02 -0.13 0.27
C -0.47 0.05 0.11
C 0.96 0.01 -0.44
C -0.24 0.18 0.38
C -0.62 0.05 0.43
H 0.11 -0.29 0.06
H -0.16 0.17 0.11
H -0.22 -0.20 -0.12
H -0.28 0.07 0.10
H 0.18 0.30 0.30
H 0.17 0.22 -0.27
H 0.05 -0.13 -0.28
H -0.25 0.07 0.27
H -0.01 -0.02 -0.10

Summary:
Orbital gap: 8.66 eV
ΔE to the lowest compared entry with this formula, charge and spin: 0.668 eV
HOMO: -0.28606 Ha
Spin multiplicity: 1
SMILES: Cc1c[nH]c2ccccc12.Cc1c[nH]c2ccccc12

[3]
ORCA calculation (ωB97M-V with the def2-TZVPD basis set) on the molecule C3H6N2O3 at a distorted geometry.

Last column: natural (NBO) charge in e.
Element x y z (Å)
C 2.016958 1.013936 0.088194  -0.253
O 2.162964 -0.418439 -0.118065  -0.490
C 1.025964 -1.197459 -0.106626  0.382
N -0.089000 -0.667295 -0.184847  -0.259
O -1.171378 -1.533765 -0.141859  -0.367
C -2.333459 -0.846195 0.123878  0.295
N -2.708303 0.362652 -0.023091  -0.185
O -1.856946 1.534442 -0.239730  -0.552
H 1.266010 1.509465 -0.557316  0.191
H 1.719417 1.289641 1.158346  0.186
H 2.970192 1.291847 0.037915  0.195
H 1.225505 -2.228207 -0.326606  0.181
H -3.217540 -1.409104 0.666123  0.218
H -1.010380 1.298478 -0.376322  0.458

Forces on the atoms, in the same order (eV/Å):
C -4.06 -1.26 2.02
O -1.63 -0.45 0.34
C 2.49 0.57 -1.35
N -1.51 1.99 0.79
O -0.62 -0.34 0.38
C -1.62 0.27 0.65
N 1.09 1.38 0.77
O -5.89 -0.34 0.49
H 0.84 -0.44 -0.09
H 0.02 -0.86 -1.22
H 3.69 1.77 -0.93
H 0.19 -0.60 0.59
H 2.23 0.35 -1.72
H 4.78 -2.03 -0.73

Summary:
Orbital gap: 10.23 eV
ΔE to the lowest compared entry with this formula, charge and spin: 6.911 eV
HOMO: -0.34922 Ha
Spin multiplicity: 1
SMILES: CO/C=N/O/C=N\O